No. 1
{"formula": "CH10N2O3", "method": "ωB97M-V/def2-TZVPD", "elements": ["O", "O", "O", "N", "N", "C", "H", "H", "H", "H", "H", "H", "H", "H", "H", "H"], "coordinates": [[1.22946, 0.59230, 2.55739], [1.14117, -1.73932, 0.97339], [0.61380, -1.47796, -1.73711], [-0.21123, 1.53556, -0.06103], [-1.52987, 0.38101, -1.62997], [-1.45706, 1.29760, -0.66363], [1.17518, -1.03719, -2.39032], [-0.20556, 1.86021, 0.97489], [0.61886, 0.89340, -0.29334], [1.20612, -0.11231, 1.80727], [-2.22103, 1.95746, -0.24340], [-2.44417, 0.52595, -2.05590], [0.52950, -2.45220, 1.25565], [0.77358, 0.05838, 3.29667], [-0.14737, -0.74171, -1.78331], [0.92863, -1.54118, -0.00725]], "atomic_forces_ev_per_a": [[-1.3, -2.5, 0.1], [-0.8, 0.0, -1.2], [-1.6, 2.6, -0.5], [0.0, -0.5, 1.6], [-0.7, 3.0, 2.1], [3.1, -2.0, -0.8], [0.5, -0.6, 0.1], [0.1, -0.9, -2.5], [-2.1, 1.3, 0.4], [0.2, 1.1, 1.7], [-0.2, -0.3, -0.5], [0.0, -0.6, -0.2], [0.5, 0.7, -0.4], [1.1, 1.4, -1.6], [0.8, -1.9, 0.4], [0.4, -0.8, 1.4]], "de_lowest_kcal_mol": 18.8, "gap_ev": 10.55, "e_homo_ev": -9.8}

No. 2
{"formula": "C4H8O2", "method": "ωB97M-V/def2-TZVPD", "elements": ["O", "O", "C", "C", "C", "C", "H", "H", "H", "H", "H", "H", "H", "H"], "coordinates": [[1.04717, 1.57497, -0.26480], [-1.24055, 0.49044, -1.26198], [0.55177, 0.41212, 0.38199], [-0.43381, -0.34378, -0.53526], [-2.25820, -0.24377, -0.68324], [1.75514, -0.42818, 0.79661], [-2.49402, -0.23986, 0.37078], [0.30626, 1.98535, -0.72823], [-0.39111, -1.40716, -0.66690], [-2.99689, -0.63794, -1.40996], [2.33830, -0.74102, -0.07603], [2.40808, 0.15854, 1.45326], [-0.00532, 0.69923, 1.28356], [1.42846, -1.31745, 1.34448]], "atomic_forces_ev_per_a": [[-0.3, -0.2, -0.1], [-0.1, 0.2, -0.3], [-0.6, -0.6, 0.2], [-0.7, 0.1, 0.7], [0.7, -0.3, 0.3], [-0.2, 0.0, 0.0], [-0.2, 1.1, -0.1], [0.0, 0.1, 0.0], [0.6, -0.1, -1.2], [0.8, -0.3, 0.6], [-0.2, 0.1, 0.1], [-0.2, -0.1, -0.2], [0.1, 0.2, 0.1], [0.0, 0.1, -0.1]], "de_lowest_kcal_mol": 102.3, "gap_ev": 9.36, "e_homo_ev": -8.4}

No. 3
{"formula": "C22H17N5O6Tc", "method": "ωB97M-V/def2-TZVPD", "elements": ["Tc", "O", "O", "O", "O", "O", "O", "N", "N", "N", "N", "N", "C", "C", "C", "C", "C", "C", "C", "C", "C", "C", "C", "C", "C", "C", "C", "C", "C", "C", "C", "C", "C", "C", "H", "H", "H", "H", "H", "H", "H", "H", "H", "H", "H", "H", "H", "H", "H", "H", "H"], "coordinates": [[-15.83442, 0.70424, -0.11050], [-18.75901, 0.03366, 7.12412], [-13.92019, 1.14851, -1.35853], [-16.88039, 0.57754, 6.08497], [-18.51024, 0.34897, 0.12083], [-14.26141, 0.77543, 3.07021], [-16.70906, 0.18744, 1.48492], [-16.62488, 2.50557, -0.60675], [-14.00729, 0.96674, 0.82913], [-12.02484, 1.88757, -0.13635], [-16.79003, 0.38179, -1.89680], [-18.08286, 0.18398, 6.10975], [-17.66094, 3.94597, -2.28474], [-16.59971, 3.57760, 0.23931], [-18.72211, -0.23897, 4.87417], [-11.28402, 2.43697, -1.26111], [-18.04619, 0.13141, 1.24919], [-13.31759, 1.34787, -0.24945], [-17.06670, 4.78765, -0.14066], [-11.47964, 1.99909, 1.11503], [-17.23545, 2.68568, -1.85281], [-12.15195, 1.59566, 2.21163], [-20.60761, -1.23752, 3.78603], [-17.90598, -1.08597, -3.42334], [-17.30402, 1.43649, -2.57482], [-20.03996, -0.79807, 2.55555], [-17.09105, -0.86718, -2.34490], [-18.01012, 1.28528, -3.78329], [-18.08896, 0.12404, 3.66264], [-13.51639, 1.08077, 2.12383], [-18.27906, -0.00716, -4.25087], [-18.76644, -0.22068, 2.52079], [-19.88337, -1.04530, 4.98204], [-17.57060, 5.03274, -1.40994], [-10.47236, 2.42093, 1.16587], [-17.89027, 5.99576, -1.75039], [-11.77189, 1.76841, 3.24151], [-18.19688, -2.13361, -3.64830], [-20.54925, -0.99938, 1.57835], [-16.21316, 3.44994, 1.26383], [-16.83724, -1.69978, -1.63425], [-20.20096, -1.44056, 5.90875], [-10.26033, 2.10316, -1.09960], [-16.98240, 5.53593, 0.60236], [-18.56324, 2.08639, -4.21230], [-18.88165, -0.13682, -5.13929], [-11.59271, 2.12138, -2.24671], [-18.07847, 4.07937, -3.32050], [-11.27393, 3.51623, -1.13661], [-21.57446, -1.70708, 3.76072], [-17.10858, 0.60483, 3.67752]], "atomic_forces_ev_per_a": [[2.6, 0.9, -0.4], [1.0, 0.5, -1.0], [-0.8, 0.3, 0.7], [-3.1, -0.7, -0.2], [0.9, -0.4, 1.9], [1.7, 0.7, -1.9], [-0.1, 0.4, -1.4], [-0.9, 1.6, -0.2], [-1.2, 0.0, -0.4], [-3.1, -1.4, -0.9], [-0.9, -0.9, -1.7], [2.1, -0.1, 1.8], [-0.3, -0.4, -0.6], [0.5, -1.8, 0.2], [0.2, -0.4, -0.8], [1.0, 0.2, 0.4], [-2.1, -0.4, 0.1], [2.6, 0.7, -1.0], [-0.2, 0.9, -0.3], [-0.1, -0.3, 1.3], [1.2, 0.5, 1.3], [0.2, 0.5, 1.0], [1.5, 0.7, -0.9], [0.1, -0.7, -1.4], [-0.7, -0.5, -1.1], [-0.8, -0.8, -0.1], [0.0, -0.1, 1.9], [0.2, -1.3, 1.2], [-0.6, -0.6, 2.3], [-1.4, -0.5, 2.9], [0.2, 0.0, 1.3], [0.1, 0.4, -1.5], [0.6, 1.5, -2.4], [0.2, -1.3, -0.3], [-0.4, -0.1, -0.1], [-0.1, 0.4, 0.1], [-0.1, -0.3, -1.0], [0.2, 0.9, 0.1], [0.4, 0.2, 1.1], [-0.1, -0.2, -0.7], [0.0, 0.8, -1.0], [-0.3, -0.1, 0.8], [0.1, 0.0, -0.3], [-0.1, 0.9, 0.4], [0.2, 0.7, -0.4], [0.0, -0.2, 0.0], [-0.5, -0.1, 0.1], [0.5, -0.2, 1.3], [-0.1, 0.2, -0.4], [-0.1, -0.3, 0.2], [-0.4, -0.2, 0.1]], "de_lowest_kcal_mol": 3.3, "gap_ev": [6.05, 5.28], "s_squared": 3.77, "e_homo_ev": [-14.5, -14.5], "charge": 2, "multiplicity": 4}

No. 4
{"formula": "C7H11F", "method": "ωB97M-V/def2-TZVPD", "elements": ["F", "C", "C", "C", "C", "C", "C", "C", "H", "H", "H", "H", "H", "H", "H", "H", "H", "H", "H"], "coordinates": [[-2.08986, -0.37697, -1.60268], [0.58253, -0.66440, 0.97649], [-1.69519, -0.36352, -0.30543], [-2.41287, 0.71855, 0.46151], [-0.20168, -0.14269, -0.22420], [2.02619, -0.54213, 0.41564], [1.99078, 0.39069, -0.84638], [0.56386, 0.37562, -1.17453], [-2.08006, 0.67209, 1.57450], [0.09346, 0.70429, -2.09195], [2.32970, 1.41210, -0.51338], [2.48559, -1.50114, 0.17058], [-2.32739, 1.73076, -0.00090], [2.67461, 0.08716, -1.65094], [2.76448, -0.00799, 1.10070], [0.42662, -0.00453, 1.87936], [-3.47168, 0.49615, 0.35947], [-1.96171, -1.32241, 0.18635], [0.30263, -1.66162, 1.28579]], "atomic_forces_ev_per_a": [[-0.6, -0.1, -1.0], [0.4, 1.7, -0.1], [1.4, 0.4, 1.6], [-0.4, 0.5, 1.0], [-0.4, -1.2, 0.3], [1.9, 1.2, 0.8], [0.9, 0.4, 1.1], [-1.5, -0.1, -0.5], [-0.7, 0.4, -2.0], [0.3, 0.2, -0.2], [-0.3, -0.7, -0.5], [-0.3, -0.1, 0.0], [0.6, -0.7, 0.5], [-0.3, -0.1, 0.2], [-1.1, -1.1, -0.3], [0.2, -0.5, -0.8], [-0.3, -0.1, 0.5], [0.2, 0.2, -0.5], [0.0, -0.4, -0.1]], "de_lowest_kcal_mol": 6.5, "gap_ev": 10.02, "e_homo_ev": -9.0}

No. 5
{"formula": "C16H18F9N10O7RhS", "method": "ωB97M-V/def2-TZVPD", "elements": ["Rh", "S", "F", "F", "F", "F", "F", "F", "F", "F", "F", "O", "O", "O", "O", "O", "O", "O", "N", "N", "N", "N", "N", "N", "N", "N", "N", "N", "C", "C", "C", "C", "C", "C", "C", "C", "C", "C", "C", "C", "C", "C", "C", "C", "H", "H", "H", "H", "H", "H", "H", "H", "H", "H", "H", "H", "H", "H", "H", "H", "H", "H"], "coordinates": [[0.16422, -0.43019, -0.27417], [3.37962, 0.45568, -1.66867], [-2.35924, -2.62072, 0.69729], [0.27581, -5.05094, 2.23624], [-0.68597, -3.63017, 4.34404], [-2.40703, -4.11918, 2.25289], [1.25952, -2.87202, 3.77037], [1.53924, -3.68143, 1.14401], [-2.60851, -2.02255, 2.74915], [-0.33282, -4.32632, 0.29727], [-0.36073, -1.50830, 4.14526], [-2.83784, 0.34763, 0.11790], [-0.01911, -1.57509, 1.56118], [3.59086, 1.42259, -0.61797], [-0.85938, 0.78503, -1.92707], [-0.49720, 1.82221, -3.89844], [-3.03999, 1.81839, 1.66875], [3.98695, 0.67349, -2.94735], [-0.17912, -2.14274, -1.73194], [-0.99683, 1.07560, 1.04282], [-3.24778, -0.72307, -2.53396], [0.90460, 1.23557, 2.27887], [-2.30746, -2.87638, -2.72584], [-4.47613, -2.51864, -3.28651], [-1.04877, 1.77371, 3.32789], [-2.37005, 1.08153, 0.95321], [1.74338, 0.21902, -1.83304], [1.60076, 0.48931, 1.32593], [-1.97263, -2.88973, 1.94579], [3.82628, -3.50312, -1.33339], [4.51988, -2.53877, 0.74884], [3.81480, -1.13174, -1.04975], [-1.20237, -2.46297, -2.18459], [3.59586, -2.24261, -1.85317], [0.26788, -3.97140, 1.43715], [4.50010, -5.04214, 0.54188], [-0.06454, -2.70334, 3.61040], [-3.31135, -2.01809, -2.83285], [4.27674, -3.66995, -0.02579], [1.19663, 0.31974, -3.10065], [4.28518, -1.27063, 0.24764], [-0.22558, 1.10796, -2.96908], [-0.42870, -2.73089, 2.09085], [-0.44068, 1.35312, 2.21565], [1.87846, -0.40727, 1.72011], [-4.09034, -0.18036, -2.45902], [4.48246, -0.39155, 0.84589], [2.37412, 1.02244, 0.92997], [0.76027, -0.63910, -3.42164], [-4.50760, -3.49778, -3.50421], [4.24986, -5.06828, 1.60174], [4.87633, -2.65502, 1.76494], [1.35190, 1.40775, 3.16616], [-0.60353, 1.63894, 4.21836], [5.54657, -5.33643, 0.43779], [3.89203, -5.78376, 0.02649], [1.84089, 0.74783, -3.86396], [-5.23689, -1.92559, -3.55838], [3.63488, -4.37538, -1.94558], [-2.03977, 1.95953, 3.27393], [-2.39959, -0.27791, -2.18496], [3.23275, -2.11540, -2.86462]], "atomic_forces_ev_per_a": [[-0.1, 0.0, -0.3], [0.2, 0.1, 0.0], [0.0, 0.0, -0.1], [0.0, 0.0, 0.0], [0.0, 0.0, 0.0], [0.0, 0.0, 0.0], [0.1, 0.0, 0.0], [0.0, 0.0, 0.0], [0.0, 0.1, 0.0], [0.0, 0.0, 0.0], [0.0, 0.1, 0.0], [0.0, 0.0, -0.1], [0.1, 0.1, 0.0], [-0.1, -0.1, 0.1], [-0.1, 0.0, 0.2], [-0.1, 0.1, -0.1], [0.0, 0.1, 0.0], [0.0, 0.0, 0.0], [0.0, -0.1, 0.1], [0.1, 0.0, 0.1], [-0.1, 0.0, 0.0], [0.0, 0.0, 0.0], [0.0, -0.1, 0.1], [0.0, 0.0, 0.0], [-0.1, 0.0, 0.0], [0.0, 0.0, 0.2], [0.0, -0.1, 0.1], [0.1, 0.1, 0.0], [0.0, 0.0, 0.0], [0.0, 0.0, 0.0], [0.0, 0.0, 0.0], [-0.1, 0.0, 0.0], [0.0, 0.0, -0.1], [0.0, 0.0, 0.0], [0.0, 0.0, 0.0], [0.0, 0.0, 0.0], [0.0, 0.0, 0.0], [0.0, 0.0, 0.0], [0.0, 0.0, 0.0], [-0.2, 0.2, -0.1], [0.0, 0.0, 0.0], [0.2, -0.1, 0.0], [-0.1, 0.0, 0.0], [-0.1, 0.0, 0.0], [0.0, 0.0, 0.0], [0.0, 0.0, 0.0], [0.0, 0.0, 0.0], [-0.1, 0.0, 0.0], [0.1, -0.1, 0.0], [0.0, 0.0, 0.0], [0.0, 0.0, 0.0], [0.0, 0.0, 0.0], [0.0, 0.0, 0.0], [0.0, 0.0, 0.0], [0.0, 0.0, 0.0], [0.0, 0.0, 0.0], [0.0, 0.0, 0.0], [0.0, 0.0, 0.0], [0.0, 0.0, 0.0], [0.0, 0.0, 0.0], [0.1, 0.0, 0.0], [0.0, 0.0, 0.0]], "de_lowest_kcal_mol": 0.0, "gap_ev": [8.80, 6.86], "s_squared": 6.01, "e_homo_ev": [-8.7, -9.2], "multiplicity": 5}

No. 6
{"formula": "C29H28GeN4O2PdS", "method": "ωB97M-V/def2-TZVPD", "elements": ["Pd", "Ge", "S", "O", "O", "N", "N", "N", "N", "C", "C", "C", "C", "C", "C", "C", "C", "C", "C", "C", "C", "C", "C", "C", "C", "C", "C", "C", "C", "C", "C", "C", "C", "C", "C", "C", "C", "C", "H", "H", "H", "H", "H", "H", "H", "H", "H", "H", "H", "H", "H", "H", "H", "H", "H", "H", "H", "H", "H", "H", "H", "H", "H", "H", "H", "H"], "coordinates": [[-0.10582, 0.51945, 0.55865], [2.28589, 2.05545, -0.02377], [0.52380, -1.98951, 1.81900], [-0.58839, 2.90193, 2.74511], [0.43658, 2.26880, 1.94754], [-0.69739, 0.64047, -1.75023], [-1.31410, -1.61103, -0.45275], [-1.16986, -4.06674, 1.97995], [-1.53449, -2.76628, 0.19315], [4.69244, 0.79366, 1.19864], [0.67285, -5.70027, 2.29725], [3.56931, 6.09484, -2.31187], [-2.29453, 0.16803, -3.45415], [2.65359, -1.23020, -3.50485], [2.81287, 1.05815, -2.77770], [4.50565, 5.08575, -2.12311], [5.72525, 1.50963, 3.25189], [2.54353, 0.69425, -1.45910], [-1.61107, -0.18776, -2.28351], [-2.03826, 1.38453, -4.05580], [2.39968, -1.61253, -2.19257], [-0.78088, -2.94556, 1.26675], [0.42901, 2.53261, 0.65988], [-1.10851, 2.23863, -3.48257], [2.34252, -0.66119, -1.18431], [-1.85595, -1.46273, -1.61041], [2.27914, 5.92841, -1.82590], [2.86128, 0.10988, -3.79583], [1.92426, 4.75983, -1.16019], [5.68019, 0.64687, 2.16564], [4.14283, 3.91931, -1.46059], [-0.47723, 1.81493, -2.32258], [-2.70996, -2.50447, -2.28421], [3.73626, 1.80476, 1.29453], [2.84905, 3.72821, -0.97365], [4.77094, 2.51305, 3.36973], [-0.32684, -4.73750, 2.93548], [3.78577, 2.65410, 2.40165], [-2.72778, -3.39681, -1.66605], [0.16106, -6.44246, 1.67795], [2.07252, -0.97677, -0.18252], [-2.56771, 1.66991, -4.95848], [-3.73664, -2.14881, -2.41867], [3.04791, 0.42370, -4.81772], [6.49065, 1.39308, 4.01130], [5.51876, 5.20801, -2.49201], [3.02567, 3.41901, 2.51878], [-1.81413, -4.63434, 1.44845], [-0.88008, 3.20601, -3.90935], [4.78542, 3.17792, 4.22605], [1.54511, 6.71601, -1.96053], [3.84665, 7.00710, -2.82911], [-3.02891, -0.50452, -3.87735], [4.66198, 0.10948, 0.35728], [-0.96323, -5.26924, 3.65121], [0.92396, 4.62348, -0.75794], [4.88333, 3.13670, -1.31971], [0.22905, 2.45932, -1.81456], [2.67520, -1.97134, -4.29675], [1.36084, -5.13802, 1.66445], [2.96693, 2.10299, -3.02504], [6.41239, -0.14849, 2.07456], [-2.31391, -2.75152, -3.27403], [1.25045, -6.22789, 3.06150], [0.21433, -3.96349, 3.47750], [2.20760, -2.65185, -1.95033]], "atomic_forces_ev_per_a": [[0.1, 0.3, -0.2], [0.0, -0.1, -0.1], [-0.2, -0.1, 0.0], [0.0, 0.0, -0.2], [0.3, 0.0, 0.3], [-0.2, 0.0, 0.3], [-0.1, -0.1, 0.0], [-0.1, 0.0, -0.1], [-0.2, -0.1, -0.2], [0.0, 0.1, 0.0], [0.0, 0.0, 0.0], [0.0, 0.0, 0.0], [-0.1, -0.1, 0.0], [0.0, 0.0, 0.0], [0.0, 0.0, 0.0], [0.0, 0.0, 0.0], [0.0, 0.0, 0.0], [0.1, 0.1, 0.1], [0.2, 0.4, -0.2], [0.0, 0.1, 0.0], [0.0, 0.0, 0.0], [0.4, 0.3, 0.4], [-0.4, -0.2, -0.1], [-0.1, -0.1, 0.0], [0.0, 0.0, -0.1], [0.0, -0.3, 0.2], [0.0, 0.0, 0.0], [0.0, 0.0, 0.0], [0.1, -0.1, 0.0], [0.0, 0.0, 0.0], [0.0, 0.0, 0.0], [0.1, 0.1, -0.1], [0.0, 0.1, 0.0], [0.0, -0.1, -0.1], [0.0, 0.1, 0.1], [0.0, 0.0, 0.0], [0.1, 0.0, 0.0], [0.0, 0.0, 0.0], [0.0, 0.0, 0.0], [0.0, 0.0, 0.0], [0.0, 0.0, 0.0], [0.0, 0.0, 0.0], [0.0, 0.0, 0.0], [0.0, 0.0, 0.0], [0.0, 0.0, 0.0], [0.0, 0.0, 0.0], [0.0, 0.0, 0.0], [0.0, 0.0, 0.0], [0.0, 0.0, 0.0], [0.0, 0.0, 0.0], [0.0, 0.0, 0.0], [0.0, 0.0, 0.0], [0.0, 0.0, 0.0], [0.0, 0.0, 0.0], [0.0, 0.0, 0.0], [0.0, 0.0, 0.0], [0.0, 0.0, 0.0], [0.0, 0.0, 0.0], [0.0, 0.0, 0.0], [0.0, 0.0, 0.0], [0.0, 0.0, 0.0], [0.0, 0.0, 0.0], [0.0, 0.0, 0.0], [0.0, 0.0, 0.0], [0.0, 0.0, 0.0], [0.0, 0.0, 0.0]], "de_lowest_kcal_mol": 0.0, "gap_ev": 4.73, "e_homo_ev": 0.0, "charge": -2}